# 1
35
Properties=species:S:1:pos:R:3 method="wB97M-V/def2-TZVPD" lumo_energy_ev="2.90 / 2.89" s_squared=8.75 e_homo_ev="-3.587 / -3.708" orbital_gap_ev="6.49 / 6.60" de_lowest_kj_mol=0.00 multiplicity=6 charge=-1
Mn -0.785 0.715 0.065
O -0.772 -0.477 -1.871
O 1.350 0.338 0.311
O -0.891 -0.691 1.660
C 1.284 -1.769 -2.476
C -2.006 -1.157 2.480
C 1.585 -0.677 1.326
C 2.551 1.084 0.131
C 0.324 -1.515 1.581
C 0.357 -0.541 -2.698
B -2.965 0.651 -0.250
B -0.162 2.704 0.060
H 0.561 -2.150 2.435
H 1.833 -0.162 2.254
H -4.015 0.893 -0.293
H -2.672 -0.295 2.505
H -1.233 2.579 0.027
H 1.802 -1.689 -1.521
H 3.153 0.838 -0.744
H 2.310 2.130 -0.056
H -2.869 -0.394 -0.499
H 0.086 -0.660 -3.747
H -2.581 0.925 0.721
H 3.313 0.920 0.893
H -2.436 1.156 -1.043
H 0.115 2.140 0.937
H 0.872 -2.766 -2.635
H 0.919 0.393 -2.711
H 0.085 3.754 0.094
H 2.118 -1.690 -3.173
H 0.281 2.255 -0.815
H -2.440 -2.035 2.002
H 2.405 -1.287 0.945
H -1.666 -1.473 3.467
H 0.189 -2.045 0.639

# 2
40
Properties=species:S:1:pos:R:3 method="wB97M-V/def2-TZVPD" lumo_energy_ev=2.48 e_homo_ev=-2.774 orbital_gap_ev=5.26 charge=-1
P -1.479 -0.182 -2.488
O 1.098 -1.140 5.090
O 3.281 -0.718 1.702
O -3.673 1.731 -2.562
N 5.307 -0.780 0.703
N 1.013 0.901 6.068
N 4.022 1.134 0.607
N 2.159 0.602 4.080
N -4.365 -0.281 -1.361
N 1.678 1.386 -3.023
C 0.409 -0.697 -2.826
C 1.302 0.369 -2.348
C -4.008 -0.260 0.064
C 4.140 -0.153 1.043
C -4.588 -1.636 -1.860
C 1.407 0.036 5.067
B -3.317 0.455 -2.118
H -3.840 -2.348 -1.503
H -5.583 -1.980 -1.576
H -1.872 -0.628 -3.876
H -3.080 2.381 -2.186
H -3.020 0.171 0.238
H 1.244 1.875 6.079
H 0.455 0.520 6.807
H -4.523 -1.637 -2.946
H -3.997 -1.271 0.467
H 6.026 -0.351 0.154
H 2.411 1.570 4.093
H -4.725 0.326 0.641
H -1.760 -1.537 -1.981
H -1.121 1.165 -3.002
H 3.168 1.621 0.808
H 1.269 1.325 -3.954
H 5.420 -1.729 1.006
H 0.542 -0.864 -3.894
H -1.035 0.271 -1.097
H 2.474 0.028 3.303
H 0.615 -1.614 -2.272
H 1.627 0.282 -1.313
H 4.731 1.601 0.076

# 3
37
Properties=species:S:1:pos:R:3 method="wB97M-V/def2-TZVPD" lumo_energy_ev=-4.26 e_homo_ev=-12.562 orbital_gap_ev=8.30 de_lowest_kj_mol=0.00 charge=+1
Cl 0.960 3.630 -0.376
O 1.696 4.286 -1.436
O 0.216 2.574 -1.027
O 1.751 3.133 0.761
O 0.026 4.565 0.249
N 1.661 2.042 -4.046
N 2.061 0.253 0.288
N -0.412 -1.163 0.804
C -0.282 -2.620 1.144
C 0.409 -3.076 2.480
C -1.352 -0.554 1.831
C -1.634 0.896 1.484
C -0.958 -1.106 -0.563
C -2.427 -1.470 -0.830
H 1.301 -3.668 2.274
H -1.237 -3.142 1.094
H 2.557 -0.118 1.086
H 0.739 2.001 -4.457
H 1.724 2.684 -3.269
H 2.349 -0.059 -0.628
H -0.462 -1.849 -1.186
H -2.084 1.444 2.312
H -2.253 1.123 0.616
H -2.252 -1.133 2.036
H -0.822 -0.536 2.784
H -2.581 -1.800 -1.858
H -0.243 -3.778 2.999
H -0.600 -0.229 -1.102
H 0.699 -2.170 3.014
H 1.937 1.172 -3.615
H 2.144 1.253 0.407
H -3.162 -0.736 -0.498
H -0.650 1.363 1.446
H 2.304 2.338 -4.766
H 1.151 -0.152 0.458
H -2.702 -2.394 -0.321
H 0.427 -3.005 0.411

# 4
36
Properties=species:S:1:pos:R:3 method="wB97M-V/def2-TZVPD" lumo_energy_ev="-2.69 / -8.33" s_squared=0.75 e_homo_ev="-11.806 / -11.806" orbital_gap_ev="9.12 / 3.48" de_lowest_kj_mol=273.27 multiplicity=2 charge=+1
O 17.678 25.499 4.293
O 20.467 15.986 -2.764
O 20.151 15.380 -0.174
O 19.152 19.791 1.399
O 22.455 14.251 0.322
O 17.758 14.220 -0.848
N 19.026 22.860 3.465
C 17.657 23.072 3.884
C 19.590 18.464 1.526
C 17.579 24.214 4.925
C 19.027 20.483 2.686
C 19.126 22.001 2.299
C 17.637 26.628 5.135
H 19.524 18.008 0.538
H 16.729 26.807 5.711
H 20.231 15.654 -1.088
H 17.242 13.414 -0.846
H 19.502 14.677 -0.190
H 20.021 22.266 1.736
H 21.641 14.663 0.033
H 20.649 18.432 1.781
H 19.025 17.882 2.254
H 20.903 15.191 -3.072
H 18.430 24.124 5.600
H 19.422 23.764 3.252
H 22.741 14.781 1.066
H 20.446 16.560 -3.530
H 17.107 14.922 -0.873
H 17.356 22.143 4.367
H 16.705 24.092 5.565
H 16.941 23.313 3.098
H 18.275 22.302 1.689
H 17.757 27.497 4.488
H 19.705 20.052 3.422
H 18.012 20.371 3.068
H 18.538 26.738 5.737

# 5
36
Properties=species:S:1:pos:R:3 method="wB97M-V/def2-TZVPD" lumo_energy_ev="-3.65 / -8.82" s_squared=0.76 e_homo_ev="-13.878 / -13.560" orbital_gap_ev="10.23 / 4.74" de_lowest_kj_mol=576.49 multiplicity=2 charge=+1
O -4.244 -2.751 0.196
O 2.121 4.899 0.661
O 3.378 -1.771 1.747
O 1.458 -0.930 3.488
O 1.096 -2.394 -0.374
O -1.744 -1.268 -0.123
N -0.668 0.613 -0.911
C -0.490 1.524 -2.120
C -1.355 -0.620 -1.073
C -1.708 -1.150 -2.418
C 0.723 0.721 1.170
C -0.594 1.064 0.403
C 0.731 2.482 -1.968
H -1.454 2.183 -2.487
H -1.491 -1.143 -3.516
H 0.595 -2.964 -0.692
H 2.051 3.929 1.038
H 0.196 -0.017 1.951
H 4.051 -2.373 2.017
H -1.720 -2.359 -2.360
H -0.427 0.765 -3.006
H 2.030 -0.226 3.683
H 1.072 2.680 -0.829
H 1.289 0.193 0.517
H -4.159 -1.869 -0.110
H 2.012 5.429 1.483
H 0.717 -1.466 -0.450
H -3.276 -2.850 0.354
H -0.749 2.203 0.455
H 0.320 3.537 -2.180
H -2.854 -1.070 -2.509
H 2.692 -2.287 1.145
H -1.634 0.838 1.041
H 1.686 2.043 -2.343
H 2.056 -1.307 2.773
H 1.328 1.426 1.678

# 6
39
Properties=species:S:1:pos:R:3 method="wB97M-V/def2-TZVPD" lumo_energy_ev=2.28 e_homo_ev=-4.369 orbital_gap_ev=6.65 charge=-1
Ag 0.141 0.177 -0.235
Br 4.891 -3.471 -3.578
Br 2.393 -1.762 0.083
S -2.225 3.087 0.035
S 0.487 -0.933 3.408
O 0.242 0.160 2.383
O -0.948 2.348 0.499
C 3.882 -2.282 -2.329
C -0.576 -2.474 3.062
C -1.658 4.832 -0.365
C -2.671 2.595 -1.691
C 3.418 -3.032 -1.076
C -0.175 -0.356 5.006
B -1.919 -1.127 -0.657
B 0.914 0.710 -2.613
H -0.123 0.528 -2.379
H 1.450 0.891 -1.694
H -0.852 4.895 -1.097
H -2.814 1.524 -1.545
H -1.819 -0.531 0.237
H -2.919 -1.515 -0.772
H 2.743 -3.858 -1.301
H -1.925 2.849 -2.444
H -2.605 5.359 -0.477
H -0.266 -1.242 5.635
H -1.259 5.273 0.548
H 3.015 -1.935 -2.892
H -3.625 3.032 -1.985
H -0.555 -3.034 2.127
H -1.199 -0.035 4.819
H 0.963 1.484 -3.364
H -1.962 -0.505 -1.538
H 4.472 -1.448 -1.949
H -1.145 -1.879 -0.672
H -0.194 -3.227 3.751
H 1.387 -0.136 -3.087
H -1.612 -2.189 3.242
H 0.443 0.502 5.270
H 4.207 -3.273 -0.364

# 7
49
Properties=species:S:1:pos:R:3 method="wB97M-V/def2-TZVPD" lumo_energy_ev=-2.24 e_homo_ev=-12.004 orbital_gap_ev=9.77 de_lowest_kj_mol=58.64 charge=+1
K -26.429 18.838 28.521
O -26.335 20.453 26.211
O -27.317 17.608 30.805
O -24.065 17.423 28.519
O -25.052 23.900 28.546
O -27.303 21.083 29.795
O -28.868 18.608 27.287
N -22.185 16.500 27.624
N -27.713 23.288 29.356
N -29.534 17.129 30.931
N -27.401 22.456 26.253
N -30.372 17.429 26.097
N -28.061 15.914 32.169
N -23.659 23.487 26.787
N -29.433 21.862 29.878
N -27.750 21.044 24.507
N -24.242 21.801 28.225
N -31.060 18.705 27.879
N -24.191 15.509 27.250
C -24.345 23.110 27.914
C -28.086 22.032 29.674
C -27.072 21.275 25.665
C -28.199 16.883 31.247
C -30.054 18.307 27.077
C -23.530 16.583 27.800
H -23.618 14.812 26.817
H -31.296 17.071 25.956
H -28.778 15.233 32.323
H -26.713 23.436 29.476
H -25.092 21.462 28.655
H -25.123 15.244 27.508
H -23.210 22.743 26.293
H -27.105 15.675 32.384
H -29.702 17.734 30.147
H -28.378 23.997 29.118
H -23.668 21.213 27.654
H -30.031 22.640 30.075
H -30.247 16.435 31.070
H -27.648 20.117 24.126
H -23.670 24.437 26.472
H -28.690 21.395 24.467
H -32.033 18.537 27.710
H -29.576 17.186 25.534
H -21.671 15.904 27.008
H -27.990 23.137 25.810
H -30.777 19.238 28.681
H -29.652 20.927 30.176
H -27.188 22.672 27.215
H -21.689 17.276 28.035

# 8
48
Properties=species:S:1:pos:R:3 method="wB97M-V/def2-TZVPD" lumo_energy_ev=-0.42 e_homo_ev=-6.756 orbital_gap_ev=6.34 de_lowest_kj_mol=1465.53
O 3.738 1.735 -0.719
O -2.513 3.323 2.808
O 0.609 -1.216 4.395
O 0.618 1.138 1.599
O 0.301 -0.278 -2.544
O -1.959 0.109 0.761
N -0.830 -2.025 -1.671
N 4.644 1.196 -2.675
N 1.877 0.910 -0.346
N -3.299 -0.091 -0.972
N 1.253 -2.239 -2.129
N -0.409 -2.873 3.295
N 2.832 2.309 -2.643
N -0.152 -1.055 2.225
N -2.944 -1.838 0.134
N -0.195 0.223 -0.312
N -0.774 2.094 2.599
N -2.078 2.292 0.846
C 3.735 1.763 -1.933
C 0.023 -1.631 3.405
C -2.600 -0.576 0.028
C 0.783 0.817 0.407
C 0.284 -1.421 -2.133
C -1.865 2.613 2.111
H 5.355 0.707 -2.151
H 2.135 -2.027 -2.573
H 2.023 2.487 -2.066
H -0.762 -2.879 -1.136
H -1.038 0.102 0.231
H 2.043 0.551 -1.275
H 2.932 2.543 -3.621
H -0.520 -1.521 1.408
H -1.627 -1.412 -1.765
H -0.092 -3.518 4.005
H -1.232 -3.044 2.736
H 0.050 -0.069 2.148
H 0.984 -3.195 -1.942
H -0.276 1.347 2.135
H -0.585 2.397 3.544
H -3.324 0.888 -1.220
H -1.473 1.665 0.336
H -3.461 -2.230 -0.640
H -4.119 -0.643 -1.175
H 4.645 1.219 -3.685
H 0.058 -0.304 -1.136
H 2.656 1.367 0.107
H -2.633 -2.420 0.899
H -2.818 2.710 0.301

# 9
48
Properties=species:S:1:pos:R:3 method="wB97M-V/def2-TZVPD" lumo_energy_ev=-0.59 e_homo_ev=-8.843 orbital_gap_ev=8.25 de_lowest_kj_mol=1664.24
O 1.008 0.648 -1.601
O 2.790 -2.598 -2.544
O -2.107 -0.560 0.550
O 1.221 3.799 -2.238
O 3.094 0.527 0.730
O -2.949 -3.655 2.618
N 1.276 3.045 -0.070
N -0.135 -0.944 -0.415
N 1.968 0.224 2.696
N 2.535 2.307 -1.593
N -3.904 0.724 0.956
N 1.572 -1.138 1.030
N -0.614 1.076 -0.055
N -3.131 0.747 -0.986
N -3.069 -2.346 0.863
N 2.343 -1.170 -0.999
N 1.977 -0.553 -3.024
N -1.635 -1.864 2.260
C 2.256 -0.096 1.456
C -3.002 0.214 0.180
C 2.411 -1.497 -2.266
C -2.608 -2.681 2.029
C 1.565 3.079 -1.370
C 0.072 0.324 -0.845
H 2.721 2.301 -2.585
H -0.422 2.063 0.041
H 2.453 1.006 3.113
H 1.927 -0.276 -0.778
H -1.545 -0.994 1.756
H -0.294 -1.008 0.580
H 0.498 -1.542 -0.928
H -3.535 1.669 -1.065
H 1.727 0.343 -2.630
H -2.959 -1.495 0.330
H -4.676 1.325 0.704
H 2.519 -1.935 -0.364
H 0.605 3.770 0.137
H -3.896 0.220 1.831
H 0.968 0.102 2.779
H 1.881 2.683 0.653
H 1.740 -1.563 0.130
H 2.012 -0.700 -4.022
H -2.487 0.429 -1.695
H 3.060 1.840 -0.867
H 0.918 -1.461 1.729
H -0.883 -2.156 2.867
H -1.324 0.508 0.385
H -3.940 -2.740 0.538

# 10
49
Properties=species:S:1:pos:R:3 method="wB97M-V/def2-TZVPD" lumo_energy_ev="-4.59 / -10.35" s_squared=0.76 e_homo_ev="-14.544 / -14.368" orbital_gap_ev="9.95 / 4.02" de_lowest_kj_mol=45.53 multiplicity=2 charge=+2
Tl -0.044 -0.329 -0.152
O -0.737 0.002 2.624
O 0.995 2.160 -1.179
O 2.027 -2.066 -1.435
O -1.978 -0.344 -2.343
O -2.565 -1.481 0.705
O 0.405 2.147 1.417
N 0.635 4.296 2.046
N 3.314 -3.084 -2.981
N 2.140 2.846 2.628
N -0.604 0.430 4.859
N 2.678 3.542 -0.744
N -3.947 -3.025 1.494
N -3.750 0.543 -3.334
N -3.188 -1.501 -3.695
N 4.038 -2.809 -0.995
N 0.314 -1.299 4.049
N -3.587 -2.891 -0.605
N 2.301 3.025 -2.710
C -0.382 -0.285 3.763
C -3.348 -2.397 0.546
C -2.935 -0.395 -3.039
C 1.011 3.087 1.959
C 3.012 -2.690 -1.790
C 1.920 2.838 -1.495
H -1.137 1.263 4.653
H 1.665 2.634 -3.390
H -4.625 0.259 -3.751
H -2.436 -2.171 -3.608
H -4.649 -3.713 1.262
H 3.161 3.544 -2.816
H 2.580 -3.094 -3.675
H 1.223 4.942 2.553
H -2.831 -2.945 -1.272
H 0.492 -1.581 5.003
H 3.495 4.071 -1.014
H 2.605 3.603 3.109
H 2.412 3.390 0.218
H -4.249 -3.653 -0.613
H 4.919 -3.138 -1.365
H 3.929 -2.264 -0.152
H 2.564 1.931 2.590
H -3.628 1.467 -2.943
H 4.204 -3.544 -3.112
H -3.780 -2.677 2.427
H 0.745 -1.792 3.281
H -3.905 -1.649 -4.390
H -0.255 4.534 1.631
H -0.224 0.262 5.780

# 11
36
Properties=species:S:1:pos:R:3 method="wB97M-V/def2-TZVPD" lumo_energy_ev=0.57 e_homo_ev=-8.597 orbital_gap_ev=9.16 de_lowest_kj_mol=306.40
O -0.526 0.929 -3.396
O 2.737 -1.810 0.173
O 1.713 0.805 2.178
O 2.820 1.728 -0.147
N -0.682 0.958 0.576
N 0.013 -1.510 0.470
C -0.240 3.062 -0.735
C -1.352 0.085 -0.497
C -1.430 -1.276 0.240
C -1.073 2.321 0.453
C 0.123 -2.667 1.358
C -2.114 -2.381 -0.604
H -0.102 2.237 -1.492
H -0.832 -3.263 1.456
H 3.557 1.740 0.486
H -0.727 2.862 1.361
H 2.090 1.603 0.455
H -1.030 3.680 -1.195
H 0.333 0.759 0.418
H 0.898 -3.344 0.972
H 0.805 1.096 2.243
H 0.095 0.519 -2.809
H -2.167 -1.860 -1.664
H 3.408 -2.301 0.547
H -2.155 2.416 0.223
H -0.805 0.044 -1.389
H 1.751 -0.080 2.543
H -0.142 1.558 -3.866
H -2.384 0.423 -0.656
H 0.538 -1.573 -0.395
H 0.393 -2.405 2.393
H 0.611 3.660 -0.424
H -1.989 -1.198 1.145
H 2.422 -1.041 0.593
H -3.046 -2.421 -0.161
H -1.509 -3.358 -0.852

# 12
37
Properties=species:S:1:pos:R:3 method="wB97M-V/def2-TZVPD" lumo_energy_ev=0.42 e_homo_ev=-7.649 orbital_gap_ev=8.07 de_lowest_kj_mol=68.18
O 1.364 1.751 2.145
O 3.804 -0.566 0.727
O -0.470 2.895 -2.231
O 0.362 -0.267 -3.498
O 0.876 3.597 0.180
N -3.045 0.571 0.493
N 0.285 -0.905 2.787
C 1.269 -1.818 -0.871
C 0.511 -0.686 -0.150
C -1.921 -1.609 -0.191
C -0.715 -1.345 1.933
C -2.867 -0.421 -0.555
C -0.684 -1.215 0.594
H 1.086 -0.566 -4.057
H -3.821 -0.898 -0.720
H -0.123 2.254 -2.880
H -2.721 0.228 1.389
H -1.492 -1.960 2.378
H 0.224 0.121 -0.835
H -1.589 -2.042 -1.121
H 0.589 -2.371 -1.493
H 2.059 2.083 2.723
H 1.174 -0.239 0.575
H 0.755 -0.029 2.569
H 0.973 3.554 -0.785
H -2.501 1.403 0.311
H -2.487 0.021 -1.470
H 1.376 2.314 1.340
H 0.231 -1.092 3.772
H -0.001 3.380 0.511
H -1.311 2.460 -2.034
H 3.749 -1.519 0.854
H 2.153 -1.487 -1.399
H -2.456 -2.338 0.422
H 1.750 -2.430 -0.112
H 0.497 -0.611 -2.605
H 3.115 -0.218 1.307